Here is C73H61AsClN4OP2RuS2 as an isolated structure from OMol25. Energies are from the ωB97M-V functional and the def2-TZVPD basis.

The geometry in XYZ format:
```
146
Properties=species:S:1:pos:R:3:forces:R:3:lowdin_spin:R:1
Ru 0.27712 0.47675 -0.46918 -0.4 0.6 0.3 0.729
Cl 0.12059 -2.84539 -2.81004 -0.2 0.3 -0.3 0.000
C 0.91327 -1.89267 -4.02821 0.0 -0.2 0.0 0.000
C 1.65429 -2.59314 -4.96454 0.0 0.1 0.0 0.000
C 2.26271 -1.90600 -6.00198 0.0 0.0 0.0 0.000
C 2.10557 -0.53303 -6.09476 0.0 0.0 0.0 0.000
C 1.36834 0.14729 -5.13835 0.0 0.0 0.0 0.000
C 0.76864 -0.51079 -4.05968 -0.1 0.2 -0.2 -0.001
P -0.23038 0.42585 -2.82646 0.0 -0.5 0.0 -0.007
C -0.16656 2.10289 -3.52620 0.0 0.0 -0.1 0.000
C 1.03139 2.81916 -3.51723 -0.1 0.1 0.0 0.001
C 1.12502 4.04265 -4.15895 0.0 0.0 0.0 0.000
C 0.01662 4.56674 -4.81351 0.1 0.1 0.0 0.000
C -1.17663 3.86665 -4.82212 -0.1 0.0 0.0 0.000
C -1.26909 2.63495 -4.18596 0.0 0.1 0.0 -0.001
C -1.92933 -0.12939 -3.23048 0.0 0.0 -0.2 -0.001
C -2.20580 -0.69067 -4.48094 0.0 0.0 0.1 0.000
C -3.49998 -1.04420 -4.82788 0.0 0.0 0.0 0.000
C -4.54454 -0.83295 -3.94001 0.0 0.0 0.0 0.000
C -4.28783 -0.25891 -2.70555 0.0 0.0 0.0 0.000
C -2.99120 0.09022 -2.35667 0.0 0.0 0.0 0.000
H 1.73566 -3.66812 -4.88356 0.0 0.0 0.0 0.000
H 2.83663 -2.44908 -6.74054 0.0 0.0 0.0 0.000
H 2.55162 0.01464 -6.91374 0.0 0.0 0.0 0.000
H 1.25911 1.21538 -5.24356 0.0 0.0 0.0 0.000
H 1.91650 2.40347 -3.05752 0.1 0.0 0.0 0.000
H 2.06368 4.58102 -4.16115 0.0 0.0 0.0 0.000
H 0.09053 5.51828 -5.32363 0.0 0.0 0.0 0.000
H -2.04109 4.27241 -5.33098 0.0 0.0 0.0 0.000
H -2.20304 2.08843 -4.21604 0.0 0.0 0.0 0.000
H -1.41509 -0.84695 -5.20048 0.1 0.0 0.0 0.000
H -3.69222 -1.47915 -5.79949 0.0 0.0 0.0 0.000
H -5.55428 -1.10586 -4.21676 0.0 0.0 0.0 0.000
H -5.09726 -0.07796 -2.00921 0.0 0.0 0.0 0.000
H -2.81407 0.53537 -1.39348 0.0 0.1 0.0 0.000
S 1.76625 2.17422 -0.48985 0.5 0.0 -0.3 0.194
C 1.57066 2.07023 1.23736 0.1 0.2 0.3 0.012
C 2.15265 2.87775 2.21236 -0.1 -0.1 -0.2 0.010
C 1.82869 2.62630 3.52780 -0.1 -0.1 0.1 -0.002
C 0.92722 1.60281 3.83072 0.2 0.1 0.1 0.011
C 0.38381 0.86463 2.80671 -0.1 0.0 -0.2 0.000
N 0.70021 1.09020 1.51939 0.2 0.2 0.5 0.010
H 2.83985 3.66175 1.92477 0.0 0.0 0.0 0.000
H 2.26805 3.21482 4.32163 0.0 0.0 0.0 0.000
H 0.65768 1.38193 4.85245 0.0 0.0 0.0 0.001
H -0.33952 0.08908 3.01268 0.0 -0.1 -0.1 0.000
C 3.11275 -0.96805 1.24664 -0.1 0.0 0.1 -0.002
C 4.23461 0.04038 1.09086 0.0 0.0 -0.1 0.003
As 5.67802 -0.03817 2.45717 0.0 -0.1 0.1 0.001
C 4.56237 0.00170 4.06442 0.0 0.1 0.1 0.000
C 4.64182 1.16088 4.83327 0.0 0.0 0.0 0.000
C 3.90496 1.29436 6.00508 0.0 0.0 0.0 0.000
C 3.08492 0.25999 6.42754 0.0 0.0 0.0 0.000
C 3.00361 -0.90681 5.67570 0.0 0.0 0.0 0.000
C 3.73696 -1.03345 4.50574 0.0 0.0 -0.1 0.000
C 6.07592 -1.94625 2.34541 0.0 0.0 -0.1 0.000
C 6.33794 -2.49037 1.08976 0.0 0.0 0.0 0.000
C 6.71421 -3.81883 0.95675 0.0 0.0 0.0 0.000
C 6.84432 -4.62012 2.08232 0.0 0.0 0.0 0.000
C 6.61225 -4.07992 3.33824 0.0 0.0 0.0 0.000
C 6.23381 -2.75047 3.47018 0.0 0.0 0.0 0.000
P 1.90889 -1.17667 -0.13052 0.0 0.0 -0.3 0.001
C 1.11790 -2.73949 0.39726 0.2 -0.2 0.0 0.007
C 1.18886 -3.94578 -0.30144 0.0 0.0 0.0 0.001
C 0.64442 -5.10300 0.23349 -0.1 0.0 0.0 0.000
C 0.03174 -5.08331 1.47805 0.0 0.0 0.0 0.001
C -0.03790 -3.89439 2.18687 0.0 0.0 0.0 0.000
C 0.49984 -2.73789 1.64533 0.0 0.0 0.1 0.001
C 3.05582 -1.48723 -1.49821 0.1 -0.2 0.1 -0.001
C 3.86670 -2.62787 -1.47505 0.0 0.0 0.1 0.000
C 4.84849 -2.81386 -2.43391 0.0 0.0 0.0 0.000
C 5.06369 -1.84777 -3.40685 0.0 0.0 0.0 0.000
C 4.29888 -0.69297 -3.40861 0.0 0.0 0.0 0.000
C 3.30126 -0.51730 -2.46163 0.0 0.1 0.0 -0.001
H 2.55436 -0.79561 2.16604 0.0 0.0 0.1 0.000
H 3.52752 -1.98053 1.31932 0.0 0.0 0.1 0.000
H 3.86540 1.06051 1.15622 0.0 0.1 0.0 0.002
H 4.73207 -0.04919 0.12282 0.0 0.0 0.0 0.000
H 5.30136 1.96522 4.52600 0.0 0.0 0.0 0.000
H 3.99681 2.19351 6.60100 0.0 0.0 0.0 0.000
H 2.53209 0.34913 7.35398 0.0 0.0 0.0 0.000
H 2.38514 -1.72784 6.01657 0.0 0.0 0.0 0.000
H 3.69535 -1.96675 3.95681 0.0 0.0 0.0 0.000
H 6.27135 -1.87394 0.20022 0.0 0.0 0.0 0.000
H 6.92601 -4.22430 -0.02486 0.0 0.0 0.0 0.000
H 7.14379 -5.65499 1.98277 0.0 0.0 0.0 0.000
H 6.73232 -4.69254 4.22209 0.0 0.0 0.0 0.000
H 6.06883 -2.34507 4.46138 0.0 0.0 0.0 0.000
H 1.63127 -3.98761 -1.28449 0.2 -0.1 0.2 0.000
H 0.70400 -6.02647 -0.32706 0.0 0.0 0.0 0.000
H -0.38263 -5.99147 1.89495 0.0 0.0 0.0 0.000
H -0.50939 -3.86666 3.16072 0.0 0.0 0.0 0.000
H 0.44160 -1.82335 2.21286 0.0 0.2 0.1 0.000
H 3.77654 -3.35758 -0.68226 -0.1 -0.1 0.0 0.000
H 5.46080 -3.70563 -2.40823 0.0 0.0 0.0 0.000
H 5.83986 -1.98798 -4.14749 0.0 0.0 0.0 0.000
H 4.47844 0.07627 -4.14783 0.0 0.0 0.0 0.000
H 2.72864 0.39839 -2.46243 0.0 0.0 0.0 0.000
N -5.85785 -3.14363 1.06700 -0.1 0.0 0.1 0.000
C -7.03513 -3.27346 1.77856 0.0 -0.1 -0.1 0.000
C -8.08054 -4.19239 1.70204 0.0 0.0 0.0 0.000
C -9.11627 -4.01087 2.59069 0.0 0.0 0.0 0.001
C -9.12171 -2.95473 3.52554 0.0 -0.1 -0.1 0.000
C -8.08775 -2.05148 3.59098 0.0 0.0 0.0 0.000
C -7.02707 -2.21727 2.69493 0.1 0.1 0.1 0.000
N -5.87789 -1.46163 2.54084 -0.1 -0.1 -0.1 0.001
C -5.22318 -2.04182 1.57168 0.2 0.1 0.0 0.000
C -3.92975 -1.54846 1.09878 -0.1 0.0 0.0 0.002
C -3.11412 -2.23440 0.20828 0.0 0.0 0.0 0.001
C -1.91582 -1.67347 -0.18478 0.0 0.0 0.2 0.009
N -1.47717 -0.49194 0.26794 -0.2 -0.5 -0.3 0.012
C -2.26310 0.16869 1.13935 0.0 -0.1 0.0 0.001
C -3.47564 -0.31371 1.56720 0.1 0.1 0.0 -0.001
H -5.56267 -3.71901 0.29944 0.0 0.0 0.0 0.000
H -8.08701 -5.00589 0.98940 0.0 0.0 0.0 0.000
H -9.95160 -4.69766 2.57480 0.0 0.0 0.0 0.000
H -9.96050 -2.86130 4.20114 0.0 0.0 0.0 0.000
H -8.08644 -1.23908 4.30427 0.0 0.0 0.0 0.000
H -3.38564 -3.19872 -0.19893 0.0 0.0 0.0 0.000
H -1.27538 -2.18347 -0.88541 0.0 0.0 0.0 0.002
H -1.89733 1.12063 1.49235 0.0 0.1 0.0 0.000
H -4.07698 0.25170 2.26500 0.0 0.0 0.0 0.000
O -1.15167 2.25193 -0.77283 0.0 0.1 0.4 0.000
S -2.44924 3.01888 -0.56806 -0.1 -0.2 -0.2 0.000
C -2.23876 4.52414 -1.47787 0.1 0.0 0.0 0.000
C -3.35506 5.03461 -2.12041 0.0 0.1 0.0 0.000
C -3.24305 6.25264 -2.78098 0.0 -0.1 0.0 0.000
C -2.02894 6.92007 -2.79542 0.0 0.0 0.0 0.000
C -0.91345 6.37820 -2.16392 0.0 0.0 0.0 0.000
C -1.00928 5.17012 -1.49845 -0.1 0.0 0.0 0.001
C -2.44515 3.67025 1.09006 0.1 -0.1 0.0 0.000
C -1.25675 3.98434 1.73283 -0.1 0.0 0.0 0.000
C -1.30758 4.48417 3.02366 0.0 0.0 0.0 0.000
C -2.53380 4.67020 3.65217 0.0 0.0 0.0 0.000
C -3.71368 4.35674 2.99453 0.0 0.0 0.0 0.000
C -3.67506 3.84434 1.70420 0.0 0.0 0.1 0.000
H -4.29523 4.49728 -2.10222 0.0 0.0 0.0 0.000
H -4.10343 6.67395 -3.28276 0.0 0.0 0.0 0.000
H -1.94515 7.86804 -3.31008 0.0 0.0 0.0 0.000
H 0.03199 6.90353 -2.19211 0.0 0.0 0.0 0.000
H -0.14962 4.72315 -1.01510 0.0 0.0 0.0 0.002
H -0.31583 3.84637 1.21877 0.0 0.0 0.0 0.001
H -0.39072 4.73946 3.53827 0.0 0.0 0.0 0.000
H -2.56935 5.06481 4.65864 0.0 0.0 0.0 0.000
H -4.66608 4.50086 3.48608 0.0 0.0 0.0 0.000
H -4.59168 3.58078 1.18989 0.0 0.0 0.0 0.000
```
Forces are in eV/Å.

Properties
Maximum force: 0.79 eV/A
Frontier orbital gap (spin up / spin down): 7.2076 / 5.5910 eV
Total charge: +2
Multiplicity: 2
⟨S²⟩: 0.758
Energy relative to the best compared isomer or geometry (same formula, charge and spin): 0.0 kcal/mol